Below is a molecular structure, C27H22N2O3PtS3 at a distorted geometry, with properties calculated with wB97M-V/def2-TZVPD.

Net charge: -2
Energy relative to the best compared isomer or geometry (same formula, charge and spin): 0.0 kJ/mol
E_HOMO: 0.08 eV
2S+1: 1

Last column: Löwdin charge in e.
Atoms and positions in Å:
Pt 0.840746 2.615885 -1.056378  0.75
S -0.291791 4.578174 -0.529266  0.52
C -1.605159 3.749635 -1.198643  -1.14
N -1.396147 2.533549 -1.648837  -0.11
C -2.502400 2.029570 -2.291376  -0.30
C -2.546274 0.834362 -3.001594  -0.03
C -3.727374 0.456666 -3.615026  -0.12
C -4.866797 1.260742 -3.540538  -0.13
C -4.825643 2.473385 -2.866640  -0.12
C -3.639771 2.857795 -2.257293  -0.49
S -3.252006 4.336656 -1.424631  0.97
H -1.649171 0.234867 -3.049542  0.10
H -3.771245 -0.479491 -4.160483  0.09
H -5.784652 0.944172 -4.021523  0.08
H -5.699290 3.112921 -2.826572  0.09
O 2.594390 3.208271 -0.769456  -0.80
S 0.085178 1.822910 2.261164  0.46
C -0.163143 0.835257 3.659547  -0.81
C -1.452727 0.427209 4.085530  -0.17
C -1.648774 -0.403239 5.175736  -0.15
C -0.571974 -0.883938 5.918749  -0.17
C 0.708809 -0.497144 5.530236  -0.15
C 0.907979 0.333909 4.440258  -0.17
H -2.302060 0.790413 3.517970  0.08
H -2.661330 -0.685180 5.451884  0.08
H -0.725824 -1.538039 6.769418  0.07
H 1.570885 -0.853090 6.087959  0.08
H 1.914334 0.623756 4.158079  0.08
C 2.023799 -1.331646 1.524074  -0.06
O 1.578468 -1.906309 0.290151  -0.09
C 0.277525 -1.740369 -0.037028  -0.21
C -0.712276 -1.456725 0.897384  0.00
C -2.049695 -1.461321 0.537839  -0.07
C -2.417906 -1.768380 -0.762290  -0.11
C -1.431225 -2.002967 -1.704071  -0.07
C -0.079526 -1.941283 -1.380447  -0.17
N 0.842020 -2.186327 -2.412877  0.09
C 2.176963 -1.933324 -2.559709  -0.04
C 3.016164 -1.059608 -1.903054  -0.15
C 4.415695 -1.403830 -1.884348  -0.09
C 5.315434 -0.697559 -1.155896  -0.13
C 4.867042 0.405695 -0.367854  -0.09
C 3.570242 0.826216 -0.411416  -0.06
C 2.610971 0.189884 -1.262168  -0.32
O 1.461661 0.686377 -1.526317  -0.18
H 3.109503 -1.300999 1.458170  0.09
H 1.718058 -1.956375 2.367593  0.09
H 1.631249 -0.317645 1.649060  0.04
H -0.438747 -1.215371 1.914335  0.09
H -2.794589 -1.213476 1.282977  0.10
H -3.458879 -1.777360 -1.060293  0.09
H -1.708640 -2.200916 -2.735604  0.10
H 0.415798 -2.627350 -3.210196  0.13
H 2.653156 -2.632364 -3.245628  0.12
H 4.727700 -2.299775 -2.413200  0.09
H 6.352938 -1.011330 -1.124632  0.08
H 5.564073 0.922041 0.282567  0.09
H 3.224257 1.692413 0.154144  0.07

Atoms 1-3, force components in eV/Å:
-0.579 0.013 -0.569
0.113 -0.028 -0.020
0.044 0.147 0.156

Below is a molecular structure, C27H22N3O4ReS, with properties calculated with wB97M-V/def2-TZVPD.

Net charge: +1
Energy relative to the best compared isomer or geometry (same formula, charge and spin): 46.8 kJ/mol
E_HOMO (alpha / beta): -11.21 / -11.10 eV
2S+1: 2

Last column: Löwdin charge in e.
Atoms and positions in Å:
Re -0.734163 -0.013006 0.209678  1.37
O -1.313803 -0.521042 1.943968  -0.27
C -0.860803 -0.359435 3.208800  -0.30
C -1.391942 -1.176332 4.197148  0.00
C -0.956086 -1.049683 5.503956  -0.04
C 0.007401 -0.104245 5.845041  -0.06
C 0.526890 0.712217 4.864313  -0.02
C 0.106863 0.603224 3.531988  -0.14
C 0.675141 1.507264 2.559994  -0.03
N 0.372486 1.517188 1.308812  -0.12
N 1.006349 2.479747 0.540505  0.10
C 0.776135 2.263894 -0.704926  -0.38
O 0.000669 1.243758 -1.080816  -0.26
C 1.332703 3.111621 -1.764878  -0.16
C 1.080535 2.812966 -3.101212  -0.02
C 1.608353 3.617731 -4.097727  -0.06
C 2.386065 4.716775 -3.763053  -0.06
C 2.640426 5.013861 -2.429382  -0.06
C 2.117512 4.214585 -1.429310  -0.02
H -2.139987 -1.907983 3.922197  0.13
H -1.371423 -1.695697 6.265773  0.12
H 0.342213 -0.011547 6.868130  0.11
H 1.274002 1.455881 5.113188  0.12
H 1.401143 2.242835 2.895604  0.14
H 0.479163 1.950650 -3.355299  0.11
H 1.414817 3.385871 -5.136331  0.11
H 2.797307 5.343462 -4.543184  0.11
H 3.248913 5.869839 -2.171369  0.11
H 2.308767 4.434033 -0.388306  0.11
O 5.559911 -3.813242 -0.699097  0.14
C 4.796355 -3.132455 0.175525  -0.48
O 5.244022 -2.759175 1.219362  0.14
C 3.360333 -2.897398 -0.203304  -0.12
C 2.920208 -2.830421 -1.523657  0.00
C 1.596220 -2.546245 -1.810277  -0.08
C 0.693715 -2.347899 -0.768595  -0.61
S -0.970717 -1.810938 -1.106657  0.72
C 1.126225 -2.438737 0.558038  -0.12
C 2.460166 -2.697137 0.834000  0.01
H 5.030380 -4.192798 -1.409592  0.10
H 3.616303 -2.950568 -2.345438  0.12
H 1.264878 -2.459043 -2.836671  0.11
H 0.414764 -2.339534 1.369406  0.09
H 2.819186 -2.753272 1.852805  0.13
N -2.610339 0.760641 -0.383414  -0.03
C -3.598485 -0.160555 -0.947076  -0.35
C -4.325862 -0.962615 -0.084593  -0.04
C -5.235949 -1.861435 -0.617697  -0.05
C -5.401103 -1.953508 -1.993592  -0.06
C -4.658565 -1.145543 -2.841114  -0.06
C -3.746554 -0.238686 -2.318512  -0.05
H -2.415479 1.489291 -1.072057  0.12
H -3.033274 1.253737 0.403701  0.13
H -4.170790 -0.893764 0.985790  0.12
H -5.815291 -2.493076 0.041660  0.11
H -6.111785 -2.657121 -2.404703  0.11
H -4.787369 -1.217474 -3.912272  0.12
H -3.156749 0.390540 -2.975267  0.12

Atoms 1-3, force components in eV/Å:
0.192 -0.170 0.313
0.071 0.087 -0.275
0.068 0.040 0.170

Below is a molecular structure, C27H22N6O6S3Y at a distorted geometry, with properties calculated with wB97M-V/def2-TZVPD.

Net charge: -1
Energy relative to the best compared isomer or geometry (same formula, charge and spin): 284.2 kJ/mol
E_HOMO (alpha / beta): -4.56 / -4.56 eV
2S+1: 1

Last column: Löwdin charge in e.
Atoms and positions in Å:
Y -12.039811 -11.996418 -0.273294  1.37
N -12.756689 -10.387249 4.110448  0.01
C -12.531069 -10.630022 2.759057  -0.89
S -11.286513 -11.825582 2.436952  0.51
N -13.232283 -9.831824 1.991536  -0.07
N -12.730224 -9.684815 0.758291  -0.12
C -12.482364 -8.434490 0.340124  -0.08
C -11.632590 -8.111384 -0.749118  -0.15
C -11.693319 -6.773948 -1.253041  -0.07
C -10.718355 -6.434835 -2.163104  -0.16
C -9.905752 -7.350160 -2.819540  -0.11
C -9.995779 -8.687961 -2.478122  -0.02
C -10.778460 -9.084114 -1.391491  -0.37
O -10.776590 -10.262248 -0.904484  -0.21
H -12.352982 -11.119402 4.690982  0.04
H -13.701420 -10.062738 4.368621  0.08
H -13.112175 -7.661018 0.798813  0.12
H -12.533511 -6.082350 -1.115070  0.11
H -10.696628 -5.334222 -2.360769  0.10
H -9.358323 -7.131952 -3.755907  0.11
H -9.381784 -9.440890 -2.994706  0.12
C -15.555457 -9.475943 -0.729516  -0.01
C -15.098978 -10.288027 -1.864750  -0.36
N -13.913295 -10.870868 -2.019859  0.13
C -13.962177 -11.561966 -3.164165  -0.13
C -15.209700 -11.339100 -3.840154  -0.03
N -15.872892 -10.494214 -2.932584  0.17
C -15.796625 -11.824960 -5.120016  -0.47
O -14.940010 -12.613512 -5.824549  0.07
O -16.941710 -11.547426 -5.440935  0.06
C -12.917981 -12.600829 -3.338855  -0.46
O -12.873455 -13.205486 -4.486735  0.01
O -12.182125 -12.817661 -2.309748  -0.14
H -15.260619 -8.384430 -0.663533  0.10
H -15.131360 -9.894904 0.220478  0.06
H -16.660022 -9.577365 -0.735744  0.08
H -16.761919 -10.111162 -3.155665  0.16
H -14.045515 -12.786192 -5.318877  0.05
S -7.370575 -14.002310 -0.892532  0.47
C -8.693755 -13.233785 -0.483487  -1.02
N -9.757996 -12.794103 -0.109322  -0.11
O -14.303597 -12.664617 0.440931  -0.62
S -15.113401 -13.972408 0.759276  1.08
C -16.867975 -13.394715 0.885241  -0.36
C -17.792134 -13.830647 -0.042218  -0.08
C -19.112843 -13.359686 0.053576  -0.06
C -19.404358 -12.409451 1.045780  -0.09
C -18.512644 -12.022569 2.043160  -0.06
C -17.208481 -12.560638 1.967213  -0.08
C -14.768967 -14.625808 2.389304  -0.36
C -15.823429 -15.227543 3.201488  -0.04
C -15.415272 -15.853886 4.364871  -0.11
C -14.102857 -16.037600 4.682542  -0.09
C -13.128684 -15.603544 3.814781  -0.05
C -13.440108 -14.852600 2.668092  -0.09
H -17.467852 -14.386028 -0.893501  0.10
H -19.839476 -13.660584 -0.686739  0.10
H -20.356564 -11.943986 0.876200  0.10
H -18.753431 -11.512178 2.996955  0.12
H -16.406209 -12.250144 2.673112  0.13
H -16.834688 -14.988368 3.059676  0.08
H -16.167694 -16.084894 5.106022  0.11
H -13.942090 -16.418798 5.699838  0.12
H -12.092509 -15.672871 4.000423  0.10
H -12.545913 -14.390361 2.179089  0.08

Atoms 1-3, force components in eV/Å:
1.588 2.677 0.265
-0.509 -0.793 0.700
-0.676 0.765 0.432

Below is a molecular structure, C27H23AgN4O2S, with properties calculated with wB97M-V/def2-TZVPD.

Net charge: -2
Energy relative to the best compared isomer or geometry (same formula, charge and spin): 57.9 kJ/mol
E_HOMO: -0.62 eV
2S+1: 1

Last column: Löwdin charge in e.
Atoms and positions in Å:
Ag 0.188792 -0.509368 0.015634  0.61
O 1.687048 0.416277 -1.645487  -0.15
C 2.592332 1.288884 -1.553303  -0.43
C 3.748795 1.235429 -2.407140  -0.06
C 4.720557 2.205469 -2.408951  -0.16
C 4.631578 3.305758 -1.545729  -0.18
C 3.562366 3.369008 -0.671439  -0.11
C 2.557137 2.396105 -0.620049  -0.16
C 1.595860 2.506514 0.454014  -0.13
N 0.691280 1.664935 0.798207  -0.05
N -0.013638 2.034380 1.921991  0.01
C -0.558180 1.038460 2.592035  -0.56
O -0.410690 -0.204122 2.426644  -0.14
C -1.435138 1.487928 3.730205  -0.14
C -1.400562 2.784574 4.242917  -0.05
C -2.210358 3.143374 5.309824  -0.12
C -3.077548 2.217259 5.877194  -0.14
C -3.114548 0.921424 5.378443  -0.11
C -2.290970 0.560973 4.323097  -0.04
H 3.820115 0.381650 -3.072256  0.09
H 5.573103 2.116112 -3.077834  0.08
H 5.395153 4.076333 -1.551702  0.06
H 3.500903 4.203138 0.024430  0.09
H 1.722376 3.383527 1.102218  0.10
H -0.727738 3.494695 3.782034  0.09
H -2.172766 4.152565 5.706724  0.08
H -3.721020 2.502743 6.702816  0.08
H -3.789391 0.192850 5.814956  0.09
H -2.278626 -0.448818 3.933163  0.10
N -3.519783 -1.665079 1.008227  0.07
C -3.300870 -1.345561 -0.320284  -0.89
S -2.388430 -0.034800 -0.710395  0.70
N -3.905988 -2.242481 -1.191273  0.03
C -3.913888 -2.209139 -2.591504  -0.26
C -3.746727 -3.402543 -3.294002  -0.03
C -3.771512 -3.415186 -4.678319  -0.11
C -3.967457 -2.241615 -5.388310  -0.12
C -4.169003 -1.056013 -4.692135  -0.09
C -4.151200 -1.033949 -3.310180  -0.05
H -2.878813 -1.126092 1.583620  0.06
H -3.426288 -2.652187 1.221109  0.09
H -3.997378 -3.171503 -0.810054  0.12
H -3.552388 -4.318860 -2.747136  0.11
H -3.616376 -4.346293 -5.209804  0.09
H -3.958644 -2.246616 -6.471151  0.09
H -4.343050 -0.134498 -5.233732  0.10
H -4.302845 -0.112780 -2.773926  0.08
C 0.651579 -5.601789 -0.016857  -0.17
C -0.596190 -5.044994 -0.257991  -0.16
C -0.748874 -3.660804 -0.278657  -0.18
C 0.296184 -2.746086 -0.071078  -0.19
C 1.539761 -3.364191 0.169393  -0.17
C 1.722467 -4.743342 0.198568  -0.15
H 0.790349 -6.678728 0.002395  0.07
H -1.452393 -5.696823 -0.429309  0.07
H -1.743496 -3.275265 -0.476471  0.03
H 2.413701 -2.740339 0.337799  0.07
H 2.709430 -5.157998 0.392302  0.08

Atoms 1-3, force components in eV/Å:
0.323 -0.810 -0.064
0.231 0.181 -0.151
-0.247 -0.105 -0.043